No. 1
Molecular formula: C28H30BaCl5N4O6P2S2
Method: DFT, wB97M-V/def2-TZVPD

Spin multiplicity: 1
Charge: -1
Largest force on an atom (eV/A): 3.5
Kohn-Sham gap (eV): 7.047
Energy relative to the best compared isomer or geometry (same formula, charge and spin) (kJ/mol): 0.00

The geometry in XYZ format:
```
78
C28H30BaCl5N4O6P2S2 wB97M-V/def2-TZVPD
Ba 0.403 -1.095 -0.275
Cl -2.943 -6.184 -0.468
Cl -5.728 -4.797 -0.314
Cl -5.907 -1.690 -0.184
Cl -0.343 -4.488 -0.442
Cl -3.303 0.043 -0.289
S -2.612 2.305 1.907
S -0.374 4.201 2.391
P -0.500 1.790 -2.204
P -0.380 -1.318 -3.417
O 1.911 0.912 -0.550
O 3.043 3.728 2.113
O 0.980 -5.040 5.296
O 2.245 -2.716 0.102
O 2.644 -4.548 1.246
O 2.218 -5.603 3.461
N 1.216 2.238 1.255
N 0.417 -1.833 2.208
N 0.036 -2.739 4.151
N -0.056 1.796 1.157
C -1.189 -0.599 3.674
C 6.139 2.804 0.472
C 1.405 -4.841 4.164
C -1.884 2.936 -1.806
C -3.053 -4.482 -0.362
C -1.566 -0.024 -4.026
C 2.078 -3.424 1.117
C -3.054 3.956 2.422
C 3.902 3.083 1.312
C 5.737 1.715 -0.316
C 2.102 1.694 0.405
C -2.083 -2.381 -0.320
C -1.900 4.543 3.257
C -0.936 1.363 -3.951
C -1.894 -3.736 -0.366
C -3.247 -1.676 -0.265
C -4.303 -3.864 -0.307
C 0.813 3.040 -2.529
C 3.521 2.016 0.501
C 5.248 3.481 1.283
C 0.763 -1.432 -4.825
C 0.911 -3.591 3.504
C -4.393 -2.462 -0.261
C 4.428 1.317 -0.328
C -0.874 2.651 1.766
C -0.258 -1.712 3.334
C -1.444 -2.797 -3.686
C 1.166 -2.987 2.285
H 5.527 4.311 1.923
H 4.050 0.525 -0.975
H -0.875 -3.702 -3.442
H -2.827 2.412 -1.679
H -1.971 5.628 3.310
H -2.454 -0.084 -3.383
H -2.321 -2.780 -3.044
H -1.454 -0.062 2.755
H 1.711 2.574 -2.917
H 2.431 -5.202 2.541
H -3.963 3.845 3.022
H -2.095 -0.971 4.147
H -1.987 3.651 -2.627
H 1.387 -2.319 -4.693
H -1.767 -2.838 -4.732
H -3.282 4.562 1.535
H -1.655 2.125 -4.291
H 1.409 -0.559 -4.861
H -1.656 3.459 -0.882
H 7.185 3.104 0.438
H 0.206 -1.530 -5.760
H 6.467 1.189 -0.925
H -1.867 4.111 4.261
H -0.054 1.446 -4.586
H -0.685 0.111 4.348
H 1.073 3.568 -1.610
H -1.878 -0.266 -5.047
H -0.323 -2.931 5.082
H 0.442 3.772 -3.244
H 2.124 3.298 2.050
```



No. 2
Molecular formula: H58O29
Method: DFT, wB97M-V/def2-TZVPD

Spin multiplicity: 1
Charge: 0
Largest force on an atom (eV/A): 1.7
Kohn-Sham gap (eV): 7.689
Energy relative to the best compared isomer or geometry (same formula, charge and spin) (kJ/mol): 395.23

The geometry in XYZ format:
```
87
H58O29 wB97M-V/def2-TZVPD
O -11.920 -5.792 -5.938
O -14.248 -0.764 -3.267
O -14.530 -0.935 -11.065
O -14.297 -0.085 -8.455
O -17.185 0.924 -2.657
O -15.349 -4.621 -2.449
O -19.519 -1.754 -6.082
O -12.200 -2.771 -11.536
O -20.211 -4.666 -5.609
O -16.454 -7.100 -9.799
O -13.662 -8.432 -6.461
O -14.943 2.054 -9.858
O -16.482 -4.699 -6.176
O -11.955 -2.985 -5.606
O -14.519 3.111 -4.495
O -13.184 0.514 -0.809
O -12.431 0.301 -6.179
O -16.384 -0.708 -4.867
O -11.974 -2.774 -2.531
O -13.480 -4.067 -9.076
O -14.425 -5.893 -4.646
O -14.784 -2.436 -6.292
O -9.402 -2.609 -7.266
O -14.893 -2.274 -1.388
O -18.074 -4.012 -4.005
O -16.876 -7.572 -6.699
O -15.751 -2.775 -9.398
O -19.545 -1.731 -3.427
O -17.225 -1.294 -7.537
H -20.375 -1.253 -3.432
H -14.722 1.386 -9.209
H -16.060 -7.338 -8.959
H -15.058 -4.929 -3.307
H -14.156 3.159 -3.610
H -16.694 1.628 -2.232
H -9.288 -3.545 -7.105
H -14.264 -3.518 -9.042
H -14.102 2.306 -10.238
H -12.825 -3.077 -2.215
H -17.268 -7.603 -9.833
H -17.264 -7.943 -7.492
H -20.677 -5.366 -5.152
H -13.546 -5.830 -5.019
H -11.310 -6.382 -6.381
H -11.771 -3.582 -11.809
H -13.746 0.122 -7.700
H -12.878 -0.128 -5.450
H -14.984 -5.255 -1.831
H -14.184 -0.804 -10.182
H -15.316 -1.466 -10.938
H -16.422 -3.458 -9.422
H -18.074 1.009 -2.312
H -19.518 -2.157 -2.570
H -14.290 2.234 -4.801
H -14.599 -1.198 -2.490
H -16.850 -0.308 -5.602
H -11.939 -3.051 -4.652
H -14.977 -0.755 -3.887
H -14.996 -0.634 -8.098
H -17.327 -8.016 -5.981
H -17.503 -0.815 -8.318
H -13.228 -4.183 -8.160
H -16.811 -5.598 -6.190
H -14.259 -7.834 -6.010
H -11.952 -1.843 -2.307
H -15.161 -3.083 -1.823
H -11.565 -4.917 -6.094
H -12.825 -2.642 -5.809
H -17.040 -4.250 -5.540
H -19.449 -2.696 -6.236
H -15.430 -3.143 -6.316
H -18.252 -3.134 -3.669
H -16.699 -0.235 -4.097
H -17.971 -4.553 -3.223
H -15.004 -5.592 -5.346
H -17.989 -1.280 -6.961
H -13.369 -0.127 -1.496
H -13.231 1.361 -1.253
H -11.670 0.722 -5.780
H -15.527 -2.160 -0.680
H -12.953 -7.871 -6.776
H -19.463 -4.468 -5.046
H -19.419 -1.657 -5.135
H -15.211 -1.739 -5.794
H -16.127 -2.088 -8.848
H -12.743 -3.025 -10.790
H -10.017 -2.322 -6.591
```



No. 3
Molecular formula: C9H18CeF5I2OP2
Method: DFT, wB97M-V/def2-TZVPD

Spin multiplicity: 2
Charge: +2
Largest force on an atom (eV/A): 9.0
Kohn-Sham gap (alpha / beta) (eV): 5.705 / 5.736
Energy relative to the best compared isomer or geometry (same formula, charge and spin) (kJ/mol): 0.00

The geometry in XYZ format:
```
38
C9H18CeF5I2OP2 wB97M-V/def2-TZVPD
Ce -0.041 -0.748 -0.530
I 0.275 -1.194 -4.057
I -0.490 1.319 -2.993
P -2.844 -0.170 -0.427
P 2.743 -0.054 -0.447
F 2.072 0.578 2.815
F -1.470 0.319 2.686
F 0.585 0.407 4.424
F 0.486 2.091 3.038
F -0.053 -1.379 2.377
O -0.305 2.636 -0.127
C 3.690 1.445 -0.030
C -0.234 0.045 2.193
C 3.298 -0.615 -2.085
C -3.841 1.300 -0.037
C -0.156 1.450 -0.110
C -3.480 -1.479 0.640
C -3.375 -0.722 -2.083
C 0.736 0.773 3.126
C 3.389 -1.344 0.642
H 2.912 -2.300 0.423
H 2.928 0.089 -2.837
H 4.387 -0.746 -2.141
H 4.471 -1.437 0.498
H -3.248 -1.251 1.682
H -3.558 1.637 0.987
H -3.029 0.004 -2.827
H -4.462 -0.864 -2.136
H -4.940 1.096 -0.076
H -2.987 -2.425 0.402
H 2.786 -1.559 -2.309
H 3.165 -1.104 1.682
H 4.797 1.288 -0.056
H 3.386 1.769 0.995
H 3.407 2.263 -0.730
H -3.578 2.123 -0.736
H -4.563 -1.582 0.489
H -2.861 -1.658 -2.324
```



> spin multiplicity of number 1 (C28H30BaCl5N4O6P2S2)?

1